{"formula": "C7H8N2O2S", "method": "ωB97M-V/def2-TZVPD", "species": ["S", "O", "O", "N", "N", "C", "C", "C", "C", "C", "C", "C", "H", "H", "H", "H", "H", "H", "H", "H"], "positions_angstrom": [[3.452078, -1.348550, 0.562458], [-1.712606, -0.846449, -1.593257], [0.096951, -0.019196, 1.254401], [-2.390441, 0.061327, 0.376234], [-0.174471, -0.492049, -0.010630], [-1.480674, -0.429427, -0.484991], [2.257687, -1.142705, -0.585231], [2.968791, 1.091293, -0.140738], [3.873790, 0.337625, 0.562954], [2.116243, 0.235439, -0.762720], [-3.852993, -0.059377, 0.171285], [0.898138, -0.509087, -0.958884], [3.092580, 2.106322, -0.245161], [-4.450829, 0.612244, 0.670480], [-4.150399, 0.331396, -0.811682], [0.439922, -0.868404, -1.906339], [-2.090613, 0.394004, 1.321601], [0.710439, 0.792296, 1.194593], [4.682054, 0.819836, 1.131832], [-4.285642, -1.066537, 0.253798]], "atomic_forces_ev_per_a": [[0.8446, 0.2872, 0.2852], [-0.6147, -0.2474, -0.8299], [1.2205, 1.5913, 0.6898], [-1.5466, 0.8765, 2.2952], [0.5946, 0.4079, -0.4711], [0.1154, 0.0533, 0.3768], [-0.3238, 2.1041, -0.1480], [1.4955, -1.3215, 1.1325], [0.2413, 0.4750, 1.0157], [-1.4435, -2.4545, -1.9191], [1.0829, -0.9796, -2.6337], [-1.2915, -1.5406, -0.2594], [-0.1206, 2.1953, -0.1837], [-0.6036, 1.4523, 2.4691], [0.6991, -0.6767, -0.4363], [0.6992, 0.6463, 0.5793], [-0.1667, -0.7271, -1.5875], [-1.2860, -1.5128, -0.2200], [-0.1326, -0.8090, -0.3040], [0.5366, 0.1799, 0.1490]], "mulliken_charge": [-0.162, -0.654, -0.499, -0.198, 0.181, 0.552, -0.007, -1.433, -0.203, 0.655, -0.979, -0.223, 0.476, 0.435, 0.302, 0.480, 0.271, 0.343, 0.383, 0.281], "energy_ha": -929.54414, "gap_ha": 0.3447, "homo_energy_ev": -8.961, "de_lowest_kcal_mol": 129.06, "charge": 0}



{"formula": "C39H37F9HgOP2", "method": "ωB97M-V/def2-TZVPD", "species": ["Hg", "P", "P", "F", "F", "F", "F", "F", "F", "F", "F", "F", "O", "C", "C", "C", "C", "C", "C", "C", "C", "C", "C", "C", "C", "C", "C", "C", "C", "C", "C", "C", "C", "C", "C", "C", "C", "C", "C", "C", "C", "C", "C", "C", "C", "C", "C", "C", "C", "C", "C", "C", "H", "H", "H", "H", "H", "H", "H", "H", "H", "H", "H", "H", "H", "H", "H", "H", "H", "H", "H", "H", "H", "H", "H", "H", "H", "H", "H", "H", "H", "H", "H", "H", "H", "H", "H", "H", "H"], "positions_angstrom": [[0.290236, -3.806660, 0.465384], [-2.172777, -3.096491, -1.494358], [1.972033, -2.541288, -1.246238], [-1.662657, 2.826597, 0.773657], [-0.651501, 2.043937, 2.571257], [-0.125104, 2.705526, -1.613166], [-0.011293, 4.614824, -0.514149], [3.227901, 2.691860, 0.852583], [2.179240, 4.552746, 1.315645], [1.809427, 3.688677, -1.314529], [-0.484204, 4.196807, 2.059313], [2.109146, 2.872051, 2.729621], [0.880908, 1.260224, 0.501400], [4.289707, 0.921933, -3.225158], [2.842236, 0.020677, -1.512307], [-3.742531, -5.031683, 0.024317], [-3.818617, -4.855172, 2.451224], [4.306628, -2.161043, 0.477444], [-5.584090, -1.510080, -2.951019], [-3.087723, -2.990577, 1.115814], [-2.834904, -1.026738, -3.185756], [2.061122, -4.987776, 0.115393], [-0.447634, -5.489183, -1.484253], [-0.531539, 2.913254, 1.545522], [-0.604438, -5.720627, -0.094171], [0.799560, 2.528657, 0.654330], [0.585449, -2.554997, -2.472863], [3.798001, -1.470591, -3.188706], [-3.317587, -2.057440, -2.345512], [0.648639, -6.012870, -2.365002], [2.088257, 3.192352, 1.403148], [2.435540, -4.420752, -1.251812], [3.100186, -2.834010, 2.891864], [-4.044680, -5.575055, 1.274859], [0.253646, -6.729687, 0.570257], [2.912743, -2.238054, 0.533534], [-0.717348, -2.962995, -2.558995], [5.104863, -2.422280, 1.606747], [4.503743, -2.829080, 2.816113], [-5.105940, -0.550560, -3.852790], [-0.794480, -1.443723, -0.029085], [-3.104807, -3.762165, -0.051483], [4.446234, -0.367904, -3.749862], [-3.351499, -3.536531, 2.362077], [-4.706490, -2.276253, -2.201995], [-3.729200, -0.306038, -3.954662], [0.602781, 3.410184, -0.720258], [3.477450, 1.090166, -2.110493], [1.783638, -6.461786, 0.317460], [2.316103, -2.429007, 1.793008], [2.006547, -5.289503, -2.446867], [2.994164, -1.252925, -2.066063], [-1.821747, -1.193642, -0.286405], [-1.619798, -5.722559, 0.290003], [-6.651573, -1.670771, -2.834317], [-0.074396, -7.682079, 0.133034], [3.528418, -4.211990, -1.315630], [3.330987, 2.065787, -1.678232], [-4.457532, -6.592856, 1.351851], [1.232043, -2.326815, 1.955166], [5.112613, -3.120779, 3.684035], [0.777974, -7.105217, -2.164329], [5.085020, -0.502916, -4.603942], [6.186712, -2.352066, 1.558018], [0.089744, -6.704114, 1.667671], [-2.754435, -1.962977, 1.091917], [2.221751, 0.177035, -0.612082], [2.328972, -6.812836, 1.220173], [0.994015, -2.228940, -3.425040], [2.611060, -3.159574, 3.816326], [-3.189156, -2.952517, 3.266501], [2.175089, -7.038476, -0.523914], [4.784515, 1.789666, -3.669403], [-0.154288, -0.897822, -0.711686], [-5.056749, -3.037823, -1.504053], [-5.794360, 0.012321, -4.463075], [-1.757358, -0.831330, -3.236719], [2.035282, -4.678031, -3.360505], [-0.571324, -1.072191, 0.980394], [3.933128, -2.485651, -3.595958], [-4.005678, -5.295694, 3.434817], [2.783438, -6.063573, -2.579509], [-3.890169, -5.634083, -0.873998], [0.253520, -6.013365, -3.402495], [-3.348003, 0.449450, -4.637204], [2.714178, -4.608512, 0.914931], [4.827659, -1.880124, -0.433154], [-1.021036, -3.126264, -3.600083], [-1.390330, -5.414335, -2.043906]], "atomic_forces_ev_per_a": [[-1.4557, 2.9274, -0.0256], [-0.6264, -0.8327, -2.2080], [0.7544, -0.0238, -0.0557], [0.8369, -0.0210, 0.9087], [-0.2233, 0.7181, -0.5678], [0.4005, 0.5547, 0.3658], [0.4752, -0.9474, -0.4592], [-0.5539, 0.2355, 0.4144], [-0.0785, -0.9465, 0.1314], [-0.8423, -0.1521, 0.2062], [-0.3560, -1.4061, -0.1929], [0.0198, 0.2256, -0.9634], [0.3664, -0.3888, -0.3813], [-0.2086, -0.5544, 0.0595], [-0.3126, -0.6388, 0.3010], [0.8732, 0.5027, -0.2148], [0.2620, 0.3373, -0.1136], [0.3882, -0.0018, 0.0943], [0.0294, 0.0901, -0.0595], [0.5333, -0.1130, 0.3318], [-0.0099, -0.6197, 0.3707], [0.6040, 0.6057, 1.6701], [-2.1332, -2.7821, 1.7238], [0.8410, 0.5250, -0.4962], [-0.9551, -2.0911, -3.7140], [-0.8357, 1.6394, 0.5494], [-0.3231, -0.7848, 0.5506], [-0.0360, 0.1470, 0.0796], [-0.3134, 0.1549, -0.3646], [0.0656, -0.2547, -0.9322], [-0.2721, -0.1252, -0.0998], [1.3014, 1.0108, -0.1855], [0.2084, 0.3884, -0.1683], [-0.5168, -0.1824, 0.2008], [1.6479, 0.0496, 0.5656], [-0.9815, 0.1581, 0.3320], [0.4692, 1.3834, 0.8133], [-0.8877, -0.3256, 0.6322], [-0.2992, 0.1245, -0.7057], [0.5811, -0.1628, 0.2473], [0.8013, -0.0484, 1.2645], [-0.0240, -0.0686, 1.1737], [0.0187, 0.1760, 0.0669], [-0.6177, -0.6479, 0.1798], [0.5376, 0.4398, -0.1982], [-0.6050, 0.0302, -0.1690], [0.1703, -0.1678, 0.5582], [0.1718, 0.4189, -0.0349], [-0.1793, -0.6016, 0.4072], [0.5380, -0.1085, 0.3367], [0.4866, 0.1906, -0.1147], [-0.0511, -0.6901, -0.2915], [0.2261, 0.0287, 0.3585], [0.1162, 0.4810, -0.1854], [0.0863, 0.0546, -0.1107], [0.1848, -0.1556, 0.4697], [-0.2266, -0.8058, -0.0311], [0.0385, 0.1261, 0.0230], [0.1836, 0.5763, -0.1864], [0.6683, 0.1651, -0.0647], [-0.3343, 0.1819, -0.5035], [0.0184, 0.7528, 0.2191], [0.1592, -0.1219, -0.2358], [-0.1507, 0.0361, -0.2003], [-0.0428, -0.2960, -0.5841], [0.0651, -0.1677, -0.0152], [0.2116, 0.2195, -0.4233], [-0.2207, 0.2137, -0.6148], [0.2887, -0.0521, 0.0265], [0.1310, 0.3801, -0.3160], [-0.1493, -0.0320, -0.2280], [-0.1520, -0.1502, 0.1380], [-0.1197, -0.4201, 0.0778], [0.1497, -0.1709, 0.0144], [-0.0245, 0.2413, -0.2847], [-0.0990, 0.0787, -0.0080], [-0.5453, 0.0333, 0.0448], [-0.0208, -0.1860, 0.2800], [-0.1084, -0.0050, -0.2449], [-0.0608, 0.6059, 0.1149], [0.0429, 0.0558, -0.4292], [-0.2115, 0.3422, 0.0633], [0.1684, 0.1814, 0.1797], [0.0913, 0.1105, 0.5712], [-0.1645, -0.0498, 0.1232], [0.0794, -0.4106, -0.7420], [-0.2185, -0.1459, -0.0278], [-0.3661, 0.3936, 0.3492], [0.6220, 0.5651, 0.5634]], "mulliken_charge": [1.185, 1.041, 1.649, -0.280, -0.247, -0.229, -0.287, -0.210, -0.289, -0.301, -0.279, -0.284, -0.914, -0.852, 0.997, -0.560, -0.468, -1.009, -0.616, -0.151, -0.473, -0.777, 0.099, 0.580, -0.053, 0.563, -0.069, -0.546, 1.015, -1.499, 0.641, -0.006, -0.707, -0.383, -0.771, 1.521, -1.959, -0.710, -0.640, -0.563, -1.786, 0.177, -0.749, -0.827, -0.637, -0.758, 0.352, -0.720, -1.230, -0.563, -1.230, -0.517, 1.015, -0.486, 0.396, 0.406, 0.982, 0.456, 0.379, 0.262, 0.374, 0.314, 0.432, 0.441, 0.306, 0.573, 0.106, 0.422, 0.652, 0.468, 0.479, 0.302, 0.413, 0.345, 0.291, 0.384, 0.297, 0.413, 0.110, 0.306, 0.392, 0.617, 0.364, 0.480, 0.407, 0.202, 0.427, 0.568, 1.032], "energy_ha": -3318.04667, "gap_ha": [0.1801, 0.1796], "homo_energy_ev": [-6.521, -6.513], "de_lowest_kcal_mol": 198.20, "charge": 0}



{"formula": "C6H10O", "method": "ωB97M-V/def2-TZVPD", "species": ["O", "C", "C", "C", "C", "C", "C", "H", "H", "H", "H", "H", "H", "H", "H", "H", "H"], "positions_angstrom": [[-0.070107, -2.377275, -0.662541], [-0.871892, 0.209989, 2.244798], [1.257994, 1.053226, -0.046648], [-0.471295, 0.127046, -1.734730], [0.606845, -1.449049, -0.354593], [0.235692, -0.050005, -0.360413], [-1.083050, -0.172975, 0.998759], [-1.540072, -0.295827, -1.581332], [-0.047961, 0.630048, 2.719320], [0.851310, 2.093170, 0.041714], [1.940117, 0.667255, 0.696885], [1.621143, -1.619623, -0.027473], [-1.784660, -0.003860, 2.844443], [0.059891, -0.433208, -2.537328], [-2.060698, -0.589056, 0.628783], [1.856509, 1.051473, -1.060513], [-0.499767, 1.158670, -1.809132]], "atomic_forces_ev_per_a": [[-1.1107, -0.9534, -0.6018], [-3.1209, -1.3801, -0.5588], [0.5072, -1.1177, -3.1754], [-1.5931, -2.2082, 1.7909], [1.7966, -0.0359, 1.1408], [-4.2415, 0.9430, 1.6904], [2.1204, 0.5536, -2.9604], [1.7921, 0.7030, -0.8067], [1.4597, 0.6089, 0.3830], [0.2591, -1.2141, 0.4391], [0.1835, 0.6346, 0.5751], [1.1670, -0.4112, 0.4187], [0.8998, 0.4589, 0.1368], [-0.4325, 0.7141, 0.4775], [1.2905, 0.3275, 0.3676], [-0.6082, 0.3372, 1.8828], [-0.3689, 2.0397, -1.1996]], "mulliken_charge": [-0.488, -0.823, -1.471, -1.397, -0.203, 1.214, -0.171, 0.293, 0.330, 0.298, 0.432, 0.403, 0.230, 0.329, 0.210, 0.369, 0.444], "energy_ha": -309.74428, "gap_ha": 0.3802, "homo_energy_ev": -9.438, "de_lowest_kcal_mol": 61.56, "charge": 0}



Repeat the third record exactly.
{"formula": "C6H10O", "method": "ωB97M-V/def2-TZVPD", "species": ["O", "C", "C", "C", "C", "C", "C", "H", "H", "H", "H", "H", "H", "H", "H", "H", "H"], "positions_angstrom": [[-0.070107, -2.377275, -0.662541], [-0.871892, 0.209989, 2.244798], [1.257994, 1.053226, -0.046648], [-0.471295, 0.127046, -1.734730], [0.606845, -1.449049, -0.354593], [0.235692, -0.050005, -0.360413], [-1.083050, -0.172975, 0.998759], [-1.540072, -0.295827, -1.581332], [-0.047961, 0.630048, 2.719320], [0.851310, 2.093170, 0.041714], [1.940117, 0.667255, 0.696885], [1.621143, -1.619623, -0.027473], [-1.784660, -0.003860, 2.844443], [0.059891, -0.433208, -2.537328], [-2.060698, -0.589056, 0.628783], [1.856509, 1.051473, -1.060513], [-0.499767, 1.158670, -1.809132]], "atomic_forces_ev_per_a": [[-1.1107, -0.9534, -0.6018], [-3.1209, -1.3801, -0.5588], [0.5072, -1.1177, -3.1754], [-1.5931, -2.2082, 1.7909], [1.7966, -0.0359, 1.1408], [-4.2415, 0.9430, 1.6904], [2.1204, 0.5536, -2.9604], [1.7921, 0.7030, -0.8067], [1.4597, 0.6089, 0.3830], [0.2591, -1.2141, 0.4391], [0.1835, 0.6346, 0.5751], [1.1670, -0.4112, 0.4187], [0.8998, 0.4589, 0.1368], [-0.4325, 0.7141, 0.4775], [1.2905, 0.3275, 0.3676], [-0.6082, 0.3372, 1.8828], [-0.3689, 2.0397, -1.1996]], "mulliken_charge": [-0.488, -0.823, -1.471, -1.397, -0.203, 1.214, -0.171, 0.293, 0.330, 0.298, 0.432, 0.403, 0.230, 0.329, 0.210, 0.369, 0.444], "energy_ha": -309.74428, "gap_ha": 0.3802, "homo_energy_ev": -9.438, "de_lowest_kcal_mol": 61.56, "charge": 0}